107
Properties=species:S:1:pos:R:3:forces:R:3 method="wB97M-V/def2-TZVPD" gap_ev=10.2 total_charge=+4 homo_ha=-0.6768
C -2.9457 -6.7151 -2.6060 0.62 0.90 -0.44
C -1.7162 -5.7958 -2.4382 -0.34 -0.89 0.43
C -1.6375 -5.1460 -1.0618 -0.02 0.06 0.04
O -0.3133 -4.6959 -0.8175 0.07 -0.72 -0.26
C -0.0576 -4.4808 0.5556 -0.21 0.08 1.17
N -0.5024 -6.7190 -2.5680 1.10 -0.36 -0.07
H 0.0129 -6.8009 -1.6841 -0.08 0.47 0.05
H -0.6634 -7.6990 -2.8281 -0.72 0.23 -0.20
H 0.1729 -6.3786 -3.2555 -0.05 0.12 0.08
H -2.8152 -7.6121 -2.0031 -0.24 0.03 0.15
H -3.0077 -6.9891 -3.6588 -0.20 -0.16 0.04
H -3.8531 -6.1786 -2.3396 -0.07 -0.14 0.09
H -1.6234 -5.0417 -3.2155 0.01 -0.13 -0.14
H -1.9653 -5.8771 -0.3146 0.17 -0.01 0.14
H -2.3294 -4.3006 -1.0177 -0.13 -0.05 -0.08
H -0.7148 -3.7038 0.9516 0.26 0.27 -0.09
H 0.9877 -4.2348 0.7155 -0.07 0.39 -0.35
H -0.1989 -5.3434 1.2189 -0.32 -0.40 -0.55
C -2.9783 3.8552 -3.4219 0.13 -1.00 -0.33
C -2.8264 2.6800 -2.4472 -0.51 0.24 -0.17
C -2.4782 1.3258 -3.0117 1.36 0.42 -2.58
O -2.4306 0.3139 -2.0793 -0.95 0.13 1.47
C -1.8104 -0.8730 -2.4644 1.83 -0.54 -0.24
N -1.8196 3.0071 -1.3474 -1.50 -0.53 0.69
H -2.0060 2.2698 -0.6519 0.95 -0.27 0.16
H -0.8393 2.9918 -1.6189 -0.03 -0.23 -0.17
H -2.0135 3.8703 -0.8378 -0.02 0.22 -0.42
H -3.7758 3.6461 -4.1363 -0.27 -0.01 0.31
H -2.1220 3.9903 -4.0842 0.32 0.24 0.42
H -3.2362 4.7449 -2.8535 0.11 0.20 -0.22
H -3.8015 2.5106 -1.9833 0.21 0.40 0.65
H -1.5092 1.4017 -3.5442 0.20 0.04 0.31
H -3.1353 1.1460 -3.8757 -0.47 -0.18 0.41
H -2.3562 -1.4802 -3.1865 -0.22 0.26 -0.14
H -1.5007 -1.5041 -1.6264 -0.93 0.32 0.53
H -0.7936 -0.6538 -2.8287 -0.26 0.19 -0.68
C 2.4549 -2.9354 -1.4090 0.66 -0.55 2.06
N 3.9508 -2.6216 -1.3908 -1.17 0.53 -0.25
C 4.7085 -3.9265 -1.3856 0.54 0.23 -1.40
C 4.1780 -1.8056 -2.6431 1.39 -0.38 0.60
C 4.3008 -1.7365 -0.2047 -0.33 1.11 -0.48
C 3.9540 -2.1647 1.1941 -0.49 -0.97 0.18
O 4.7830 -3.2341 1.6542 -0.51 0.49 -0.33
H 1.7423 -2.1126 -1.3549 0.61 0.56 -0.55
H 2.3659 -3.3535 -0.4088 -0.55 -0.63 -0.32
H 2.2255 -3.6705 -2.1708 0.13 0.11 -0.13
H 5.1542 -3.9900 -2.3796 0.01 -0.25 0.04
H 4.0257 -4.7639 -1.2937 0.04 0.05 0.41
H 5.5393 -3.9499 -0.6882 -0.35 0.17 0.38
H 4.0579 -2.4618 -3.5000 -0.51 0.22 -0.09
H 5.2221 -1.4883 -2.6541 -0.02 0.05 0.05
H 3.5476 -0.9260 -2.5761 -0.23 -0.15 -0.36
H 3.7526 -0.8161 -0.4259 -0.07 0.04 0.23
H 5.3569 -1.4720 -0.2671 0.09 -0.40 -0.15
H 2.9035 -2.4577 1.2862 -0.08 0.05 -0.20
H 3.9912 -1.2867 1.8392 0.59 0.03 0.01
H 4.1896 -3.9800 1.7865 0.37 -0.16 0.30
C 3.8733 5.8625 1.8612 -0.62 -0.88 0.14
N 4.1678 4.7606 0.8546 0.95 0.99 -0.32
C 4.3636 5.3790 -0.5012 -1.23 1.09 0.10
C 5.4681 4.0785 1.2768 0.07 0.72 0.88
C 3.0632 3.7241 0.8674 0.05 0.03 0.47
C 1.6119 4.2413 0.7661 0.01 0.13 0.32
O 1.4750 5.3037 -0.1740 -0.32 -1.00 -0.05
H 3.6413 5.2991 2.7637 0.19 0.41 0.32
H 2.9821 6.4177 1.5784 0.11 -0.04 -0.30
H 4.7123 6.5369 2.0005 0.16 -0.19 -0.16
H 3.5462 6.0928 -0.6244 -0.31 -0.62 -0.33
H 4.3369 4.5853 -1.2391 0.36 0.19 -0.22
H 5.1817 6.0959 -0.5633 0.76 -0.88 0.32
H 6.3647 4.4280 0.7670 -0.47 0.20 -0.58
H 5.4219 2.9967 1.2132 -0.26 0.03 0.04
H 5.6034 4.4488 2.2911 0.16 -0.78 0.25
H 3.1724 3.2290 1.8335 -0.05 -0.16 -0.04
H 3.3709 3.0095 0.1056 -0.44 -0.04 -0.17
H 1.2049 4.5667 1.7255 0.59 0.53 0.07
H 0.9208 3.4133 0.5685 0.49 -0.28 -0.45
H 1.5859 4.8493 -1.0205 -0.05 0.60 -0.21
C -4.8484 -0.5257 3.9150 -1.31 0.02 0.21
N -4.5651 0.7755 3.2069 1.23 -1.04 1.53
C -4.7428 1.8786 4.2276 0.57 -1.05 0.46
C -3.0976 0.6588 2.7974 -1.04 -0.19 -1.46
C -5.4849 0.8759 2.0224 0.76 0.69 0.03
C -5.6484 2.3021 1.5115 -0.22 -0.39 -0.57
O -4.4051 2.8234 1.0311 -0.15 0.05 -0.11
H -4.3392 -0.5812 4.8725 0.22 0.14 -0.13
H -4.6181 -1.4023 3.3151 0.20 0.26 -0.26
H -5.9248 -0.5348 4.0918 0.06 -0.13 0.27
H -5.7924 1.9033 4.5077 -0.09 0.73 -0.40
H -4.1952 2.7631 3.9210 -0.72 0.33 -0.34
H -4.2435 1.5539 5.1429 0.12 -0.14 -0.15
H -2.9539 1.3605 1.9838 0.54 0.51 0.54
H -3.0019 -0.3042 2.2944 0.02 -0.12 0.23
H -2.4157 0.6822 3.6395 -0.18 0.42 0.12
H -6.4591 0.4717 2.2890 0.01 0.07 0.14
H -5.0115 0.2134 1.2969 -0.29 0.17 -0.34
H -6.0775 2.9962 2.2344 0.00 -0.27 0.29
H -6.3747 2.2289 0.6956 0.03 0.03 -0.04
H -4.6119 3.7126 0.7169 0.14 0.00 0.08
C 0.8619 0.3269 2.5685 -0.74 -0.37 -0.76
F 0.3047 -0.7232 3.1676 -0.17 -0.04 -0.06
F 0.4232 1.4200 3.1745 0.08 0.48 0.05
F 2.1723 0.2223 2.7174 0.32 0.24 -0.19
S 0.3626 0.3193 0.7149 0.13 -0.49 -1.64
O 1.4833 0.8771 -0.0528 -0.27 0.25 0.99
O 0.2036 -1.1061 0.4421 -0.17 0.47 0.50
O -0.8700 1.1163 0.5621 0.90 -0.43 0.90


20
Properties=species:S:1:pos:R:3:forces:R:3 method="wB97M-V/def2-TZVPD" gap_ev="9.4 / 5.5" homo_ha="-0.3104 / -0.3071" spin_multiplicity=2
C 1.8493 -1.0843 -2.2563 0.58 0.50 0.60
N 1.3426 -2.1157 -1.3127 -0.92 0.44 -0.96
C 0.4440 -1.5802 -0.2870 0.93 -1.73 0.19
O -0.6078 -0.7941 -0.7069 1.14 -1.65 0.01
H 1.0789 -0.5656 -2.9192 1.00 -0.85 0.79
H 2.7517 -1.4508 -2.8084 -1.16 -0.01 0.08
H 2.3048 -0.3408 -1.5743 -0.39 0.13 -0.48
H 0.7965 -2.8235 -1.8144 0.44 0.27 0.03
H 1.1049 -1.1190 0.5253 -1.17 0.21 -0.75
H 0.0907 -2.5688 0.2122 -0.20 1.63 -0.26
C -2.3234 1.5903 0.5961 -0.54 -0.32 -0.84
N -0.9453 1.1944 0.7825 -0.02 -0.19 -0.20
C -0.3036 1.4760 1.9579 1.71 -0.16 0.10
N 1.0002 1.3499 2.1176 -2.33 0.10 0.19
H -2.8322 0.7547 0.0729 -0.02 0.34 0.46
H -2.8300 1.7842 1.5529 0.11 0.00 -0.31
H -2.4594 2.4568 -0.0989 0.31 -0.35 0.73
H -0.6973 0.3824 0.0832 -0.04 2.08 2.03
H -0.9791 1.8452 2.7884 0.59 -0.22 -0.95
H 1.2147 1.6087 3.0890 -0.03 -0.20 -0.46


63
Properties=species:S:1:pos:R:3:forces:R:3 method="wB97M-V/def2-TZVPD" gap_ev="6.2 / 5.6" total_charge=+2 homo_ha="-0.4069 / -0.5534" spin_multiplicity=5
P 0.5749 -3.0164 0.5330 0.07 -3.18 1.34
P 0.0091 2.9067 1.3424 -0.58 -1.89 -1.07
C 0.0570 0.3615 -0.2152 -0.42 -0.46 1.39
C 0.5776 1.8082 -0.0449 0.87 -0.24 -0.34
H -1.0161 0.2650 0.0365 0.41 0.04 -0.10
H 0.6488 -0.3322 0.4124 -0.34 0.46 0.37
H 1.6768 1.7323 0.0473 -0.33 0.32 -0.14
H 0.3584 2.3658 -0.9734 0.12 0.18 0.42
C -1.6436 3.3672 0.8927 -0.29 0.56 0.10
H -2.1364 3.9036 1.7075 0.01 0.01 -0.25
H -2.2339 2.4788 0.6376 0.26 0.07 0.14
H -1.5978 4.0159 0.0090 0.02 -0.04 0.16
C 1.1276 4.2132 1.6811 0.46 0.65 -0.04
H 1.0700 4.9730 0.8949 0.00 -0.09 0.02
H 2.1561 3.8371 1.7308 -0.22 -0.05 -0.02
H 0.8807 4.6833 2.6363 0.01 -0.06 -0.19
C -0.8265 -4.1586 0.2315 -0.55 0.98 -0.71
H -0.9263 -4.9301 1.0100 0.33 0.38 -0.02
H -0.7086 -4.6348 -0.7505 0.00 0.16 0.27
H -1.7352 -3.5428 0.2031 -0.04 -0.38 0.06
C 2.0056 -4.0429 0.0367 0.44 0.97 -0.75
H 2.8111 -3.3484 -0.2354 0.13 -0.37 0.08
H 1.7590 -4.6362 -0.8523 -0.03 0.20 0.23
H 2.3477 -4.7034 0.8458 -0.31 0.31 -0.02
Pt 0.2593 -0.7798 -2.0284 0.16 0.08 4.17
C 0.6492 0.6546 -3.3895 0.09 1.71 -1.32
C -0.7883 0.5302 -3.1532 -0.34 1.28 -1.41
C -1.6725 -0.1801 -4.1636 -0.32 -0.09 0.21
C -1.2132 -1.6391 -4.4318 -0.67 0.12 -0.29
C -0.3709 -2.2285 -3.3157 -1.34 -1.21 -0.06
C 1.0714 -2.1435 -3.3060 1.32 -1.01 -0.32
C 1.8003 -1.4232 -4.4103 0.61 0.35 -0.19
C 1.3246 0.0414 -4.6155 0.27 0.38 -0.17
C 0.6907 -2.8618 2.3391 -0.07 1.19 0.11
H 1.1555 1.5216 -2.9287 -0.25 -0.45 -0.32
H -1.2708 1.2894 -2.5177 0.23 -0.19 -0.40
H -1.7541 0.4010 -5.0933 0.13 -0.13 0.10
H -2.6858 -0.2092 -3.7482 0.15 -0.01 -0.06
H -2.1188 -2.2483 -4.5181 0.20 0.04 -0.12
H -0.7050 -1.7085 -5.3994 0.07 -0.08 0.21
H -0.8126 -3.0832 -2.7796 0.26 0.21 -0.53
H 1.6084 -2.9603 -2.7938 -0.21 0.33 -0.53
H 1.7309 -1.9699 -5.3575 -0.03 -0.07 0.07
H 2.8675 -1.3931 -4.1529 -0.27 -0.11 -0.05
H 2.2054 0.6613 -4.8280 -0.22 -0.22 -0.11
H 0.6730 0.1285 -5.4939 0.06 -0.02 0.21
H 1.3749 -2.0316 2.5588 -0.04 -0.26 0.15
H 1.0617 -3.7746 2.8147 -0.03 -0.04 -0.31
H -0.2844 -2.5868 2.7563 0.16 -0.15 -0.15
F 1.3562 0.4687 4.2247 -0.63 0.77 0.43
C 0.6513 1.4757 4.7961 1.67 -0.24 1.30
F 0.3474 1.1139 6.0669 0.05 0.43 -1.68
F 1.4772 2.5567 4.8398 -0.88 -0.88 -0.06
C -0.5832 1.8176 3.9300 0.50 -0.11 -0.95
O -0.0188 1.9095 2.5853 -0.63 -0.21 1.47
C -1.6017 0.6558 3.8997 -1.45 -1.49 -0.06
F -2.3897 0.6104 5.0016 1.12 0.26 -1.28
F -2.4023 0.7814 2.8054 0.69 -0.01 0.89
F -0.9774 -0.5456 3.7862 -0.41 1.04 0.10
C -1.2992 3.0832 4.4379 -1.02 1.92 1.02
F -1.5349 3.0380 5.7679 0.44 -0.20 -1.63
F -0.5606 4.2047 4.1912 -0.61 -1.13 0.04
F -2.4970 3.2576 3.8068 1.20 -0.34 0.57


Number 1: calculated total energy -68738.9968 eV. Number 2: calculated total energy -10856.5902 eV. Number 3: calculated total energy -68514.1475 eV.